(1)
27
Properties=species:S:1:pos:R:3:lowdin_charge:R:1 method="wB97M-V/def2-TZVPD" total_charge=0 e_homo_ev=-9.37 smiles="C[C@H]1C(C)(C)[C@@]12CC[C@]2(O)N=O"
C -1.73559 -0.41742 -0.00618 -0.501
C -1.61559 -1.37666 -1.24682 -0.110
C -0.13487 -1.54649 -1.10899 -0.099
C 0.69424 -0.04884 1.08153 -0.203
C -0.14278 -0.33465 -0.14115 -0.223
C 0.74147 0.87159 -0.09746 -0.427
C 1.89881 -0.92719 1.61367 -0.041
C 1.99188 1.01210 -0.91327 -0.033
C 0.02270 2.23260 0.02860 -0.036
N -2.66825 0.66047 -0.38660 0.074
O -1.99807 -0.98166 1.16299 0.067
O -3.48200 0.92890 0.49003 0.013
H -2.34085 -2.33195 -1.18163 0.158
H -1.96088 -0.88902 -2.22002 0.131
H 0.17598 -2.56282 -0.57869 0.160
H 0.35069 -1.47799 -2.03587 0.083
H 0.02891 0.35199 1.84074 0.131
H 1.23989 -1.70336 2.26389 0.113
H 2.69989 -0.57604 2.31088 0.067
H 2.32554 -1.52844 0.72086 0.089
H 2.93625 1.22634 -0.36677 0.097
H 1.95849 1.90097 -1.55735 0.084
H 2.23155 0.14586 -1.44719 0.053
H 0.67097 3.10732 0.18565 0.080
H -0.54957 2.43324 0.94813 0.078
H -0.66863 2.22935 -0.88154 0.106
H -2.67020 -0.39824 1.52257 0.087


(2)
29
Properties=species:S:1:pos:R:3:lowdin_charge:R:1 method="wB97M-V/def2-TZVPD" total_charge=0 e_homo_ev=-9.62 smiles="CC(=O)N[C@H](C(=O)O)C1CCOCC1"
C 2.43003 -3.16511 -0.36750 0.004
C 1.12398 -2.50621 0.01733 -0.540
O 0.41408 -2.88280 0.92317 0.061
N 0.82732 -1.41825 -0.73813 0.097
H 1.38091 -1.19673 -1.55263 0.147
C -0.42885 -0.71576 -0.62825 -0.195
C -1.06518 -0.65639 -2.00620 -0.487
O -0.43864 -0.61598 -3.03185 0.121
O -2.39519 -0.64814 -1.96153 0.128
H -2.77201 -0.59458 -2.85542 0.142
H -1.07010 -1.27882 0.05769 0.163
C -0.21628 0.71646 -0.08877 -0.251
C -1.51888 1.52707 -0.07746 -0.117
H -1.71792 1.91594 -1.07656 0.119
H -2.35504 0.88945 0.21159 0.121
C -1.38944 2.69298 0.92306 -0.200
H -1.81534 2.40989 1.89640 0.125
O -0.04887 3.08618 1.08676 -0.142
C 0.71401 2.10561 1.76009 -0.198
H 0.58238 2.21499 2.84771 0.123
C 0.34743 0.67662 1.33142 -0.120
H 1.22893 0.03920 1.38204 0.116
H -0.40591 0.25436 1.99826 0.128
H 1.75317 2.33499 1.51202 0.124
H -1.91717 3.57677 0.56043 0.124
H 0.51139 1.21752 -0.73692 0.161
H 2.37160 -3.53385 -1.38916 0.084
H 2.62395 -3.99650 0.30341 0.083
H 3.24565 -2.44893 -0.30098 0.082


(3)
27
Properties=species:S:1:pos:R:3:lowdin_charge:R:1 method="wB97M-V/def2-TZVPD" total_charge=0 e_homo_ev="-7.04 / -7.05"
C 2.71039 1.15520 0.60485 -0.071
C 3.89594 1.16863 -0.00759 -0.074
C 1.75412 0.07303 0.33787 -0.327
C 1.15820 -0.01420 -0.97203 -0.097
C 4.42754 -0.13047 -0.45084 -0.140
C 2.46923 -1.26959 0.08077 -0.117
C -1.26126 -1.83614 0.80989 -0.147
C -2.72807 -0.35132 -1.57785 -0.152
C -1.51457 1.48033 0.89522 -0.153
N 3.68363 -1.20684 -0.40028 0.014
O -0.18544 -0.13012 -1.29896 -0.164
Si -1.41342 -0.16043 -0.17334 0.524
H 2.20342 2.03170 1.09934 0.128
H 4.47079 2.08753 -0.09905 0.099
H 0.97567 0.06786 1.13019 0.113
H 1.84651 0.16898 -1.76588 0.130
H 5.45862 -0.18860 -0.77946 0.093
H 1.97748 -2.20961 -0.02835 0.099
H -2.13180 -1.90676 1.56569 0.064
H -1.18707 -2.46633 -0.05037 0.010
H -0.30670 -1.86897 1.37015 0.020
H -3.65810 -0.06112 -1.08041 0.018
H -2.47650 0.09841 -2.53881 0.032
H -2.77457 -1.44329 -1.74439 0.029
H -2.45736 1.63029 1.36397 0.000
H -0.77031 1.49148 1.65828 -0.009
H -1.28501 2.41644 0.22648 0.077